No. 1
Density functional theory data (ωB97M-V/def2-TZVPD) for 11 unconnected molecules or ions with the total composition C4H30N2O11S at a distorted geometry.

Each line ends with the Löwdin charge.
Atoms and positions in Å:
O  -2.8423  -0.8099  1.1916  -0.010
C  -3.0758  -0.1095  0.1926  -0.278
N  -2.4898  -0.1300  -1.0675  0.073
C  -1.5376  -1.2411  -1.4609  -0.351
C  -2.0418  -2.5819  -1.0466  -0.517
S  -1.4449  -4.0466  -1.9474  0.899
C  -0.1817  -1.0223  -0.8086  -0.138
N  0.8074  -1.8371  -1.5295  0.256
H  -3.7650  0.8565  0.2527  0.178
H  -2.7513  0.5428  -1.8385  0.110
H  -1.4861  -1.2062  -2.5194  0.134
H  -1.7780  -2.7759  0.0639  0.103
H  -3.2083  -2.6803  -1.1539  0.141
H  -1.8962  -3.6700  -3.1499  -0.091
H  0.0755  -0.0005  -0.7460  0.119
H  -0.3437  -1.5608  0.1776  0.125
H  1.6158  -1.2627  -1.7455  0.139
H  0.9751  -2.7471  -1.2566  0.060
H  1.4068  2.3907  2.2744  -0.098
H  2.3068  3.5828  2.0260  0.117
O  2.0852  2.6365  1.7802  -0.010
H  0.3075  0.8501  3.7105  -0.023
H  -0.8306  1.7336  3.4736  0.061
O  0.0945  1.6280  3.3022  0.009
H  4.8905  0.5367  -2.5057  -0.006
H  5.2637  0.3537  -0.8675  0.058
O  4.7427  0.0989  -1.6985  -0.087
H  -1.6611  2.0990  -3.3268  0.056
H  -2.7087  3.0778  -2.6624  0.109
O  -2.3377  2.1404  -2.5390  -0.132
H  -2.6390  -2.5570  3.1396  0.093
H  -2.9509  -1.1903  3.2972  -0.049
O  -2.7831  -1.8716  3.8574  -0.012
H  -0.1314  -0.7658  2.6731  -0.027
H  -1.1173  -1.2787  3.7595  -0.049
O  -0.2844  -0.9905  3.5580  0.012
H  0.3072  2.8378  -5.0647  0.092
H  0.4017  2.6884  -3.4484  0.061
O  -0.1286  2.4633  -4.2557  -0.085
H  1.1720  -0.7831  1.7825  0.004
H  1.7663  -2.3121  1.8728  0.059
O  1.9474  -1.3651  1.8267  -0.035
H  0.2611  2.3279  -0.9807  -0.110
H  1.4041  2.8690  0.0014  0.056
O  0.7985  2.9807  -0.8110  -0.020
H  4.4011  0.1117  1.8776  0.077
H  4.4648  1.3191  1.0788  -0.130
O  4.9197  0.6706  1.2609  0.058

Total charge   +1
HOMO energy (alpha / beta)   -13.3 / -13.3 eV
2S+1   2

No. 2
Density functional theory data (ωB97M-V/def2-TZVPD) for 11 unconnected molecules or ions with the total composition C4H30NO11 at a distorted geometry.

Each line ends with the Löwdin charge.
Atoms and positions in Å:
C  0.1836  2.6267  -0.3428  -0.103
C  -0.2735  1.2399  0.1270  -0.397
C  0.7155  0.6917  1.2907  -0.095
C  0.5326  1.3711  2.6852  -0.277
O  -0.0146  0.4165  3.5309  -0.157
N  -0.4825  0.4651  -1.1346  0.006
H  0.2380  3.2633  0.5829  0.077
H  -0.6351  2.9789  -1.0030  0.053
H  1.1522  2.7799  -0.8528  0.062
H  -1.3917  1.3111  0.5302  0.165
H  1.7392  0.9271  1.0629  0.102
H  0.4498  -0.3755  1.4392  0.083
H  -0.2988  2.0951  2.8130  0.121
H  1.4927  1.7697  3.0617  0.110
H  -1.2951  -0.2316  -1.1769  0.078
H  0.3588  0.0134  -1.6124  0.071
H  1.6701  -2.8887  -1.6148  0.018
H  1.3062  -1.9632  -0.2186  0.070
O  1.3768  -2.0009  -1.3957  -0.219
H  -1.6444  -3.4248  1.0666  0.099
H  -0.3027  -2.6643  1.1474  -0.043
O  -1.2491  -2.5011  1.0310  -0.092
H  3.3686  0.8412  -2.2466  0.063
H  4.2313  2.1688  -2.3590  0.011
O  3.4842  1.8356  -1.8323  -0.164
H  1.5816  -2.2694  2.4742  0.049
H  1.7515  -3.4081  0.7967  -0.004
O  1.2392  -2.6452  0.9765  -0.293
H  -4.0222  -0.5480  -1.4275  -0.035
H  -3.1084  -1.3140  -0.4268  -0.011
O  -3.7835  -1.3722  -1.0752  -0.026
H  -2.8868  1.3176  -1.8863  -0.011
H  -3.7724  2.2577  -1.0439  0.090
O  -3.7995  1.5350  -1.7513  -0.076
H  -0.6028  2.7739  -3.5307  0.080
H  0.7662  3.4646  -4.0352  -0.018
O  0.0163  3.0113  -4.3269  -0.087
H  -1.3908  -0.6710  3.0356  0.011
H  -2.0111  -1.6514  2.2075  -0.045
O  -2.3373  -0.9512  2.8158  -0.141
H  1.4088  -2.6688  3.9927  0.048
H  0.3972  -0.4760  3.2291  0.055
O  1.4627  -1.8424  3.4618  -0.154
H  2.0482  -0.1524  -3.4053  0.009
H  2.4463  -1.0329  -2.2087  0.009
O  2.7779  -0.6172  -3.0607  -0.090

Total charge   -1
HOMO energy   -6.0 eV

No. 3
Density functional theory data (ωB97M-V/def2-TZVPD) for 11 unconnected molecules or ions with the total composition C4H30O11 at a distorted geometry.

Each line ends with the Löwdin charge.
Atoms and positions in Å:
C  -0.1411  0.6666  3.3328  -0.119
O  -0.8938  1.5821  2.5258  -0.174
H  0.3300  1.2761  4.1188  0.090
H  -0.8749  0.0062  3.8493  0.093
H  0.5867  0.1448  2.7012  0.059
H  -0.2976  2.2692  2.2440  0.012
C  0.1899  -3.0323  3.0553  -0.157
O  1.3517  -2.5669  2.3954  -0.155
H  -0.0535  -2.5429  4.0002  0.076
H  -0.6197  -2.8730  2.3553  0.068
H  0.3543  -4.1284  3.2059  0.087
H  1.3805  -3.0320  1.5365  0.032
C  -1.7447  0.4602  -3.2953  -0.114
O  -1.4396  1.8276  -3.6416  -0.145
H  -0.9817  -0.1811  -3.7361  0.082
H  -1.7539  0.3742  -2.2104  0.060
H  -2.7690  0.1869  -3.5434  0.083
H  -1.2806  1.9475  -4.5649  0.076
C  0.0814  -0.0748  0.3159  -0.149
O  -0.1070  -0.8051  -0.8997  -0.146
H  -0.3616  0.9197  0.2247  0.073
H  -0.4378  -0.5812  1.1138  0.045
H  1.1048  0.0661  0.6601  0.092
H  0.1635  -1.7420  -0.7829  0.059
O  -2.9482  2.6684  -1.5942  -0.077
H  -2.4935  2.8904  -2.4288  0.011
H  -3.5915  3.3863  -1.4685  0.044
O  1.9512  -0.3423  -2.8672  -0.074
H  1.1045  -0.3399  -2.3420  0.017
H  2.3683  0.5012  -2.6197  0.039
O  1.0297  2.5514  -1.4347  -0.039
H  1.1830  1.6282  -1.6113  -0.004
H  0.1403  2.7534  -1.8010  0.063
O  0.6331  3.4439  1.2637  -0.050
H  -0.2667  3.5386  0.9204  0.054
H  1.1506  3.3542  0.4491  0.030
O  -2.6804  -0.3948  1.9931  -0.079
H  -3.3126  -0.3814  1.2692  0.034
H  -2.2313  0.4849  1.9657  0.011
O  3.7477  -2.0834  -0.7983  -0.058
H  3.3317  -1.8295  -1.6567  0.041
H  4.6483  -1.7713  -0.8437  0.043
O  1.1260  -3.3270  -0.3230  -0.036
H  1.3904  -4.1340  -0.7404  0.064
H  1.9331  -2.7646  -0.2925  0.038

HOMO energy   -9.7 eV

No. 4
Density functional theory data (ωB97M-V/def2-TZVPD) for 12 unconnected molecules or ions with the total composition C4H31NO13S at a distorted geometry.

Each line ends with the Löwdin charge.
Atoms and positions in Å:
C  -1.9985  -2.5474  -0.5429  -0.053
C  -1.2404  -1.2828  -0.0153  -0.311
C  0.1455  -1.5246  0.7542  -0.441
S  -0.2325  -2.2597  2.4115  0.758
N  -1.0804  -0.3967  -1.2780  0.119
C  -0.5052  -0.9293  -2.4377  -0.561
O  -0.6236  0.1504  -3.3544  0.029
O  -0.1064  -1.9807  -2.6994  0.136
H  -1.2971  -3.0900  -1.3086  0.092
H  -2.4011  -3.0100  0.2860  0.039
H  -2.7387  -2.4105  -1.3493  0.087
H  -1.9524  -0.7455  0.5784  0.113
H  0.6626  -0.5347  1.0615  0.066
H  0.9297  -2.2752  0.3530  0.049
H  -0.5275  -1.3047  3.1351  -0.260
H  -0.9892  0.6359  -1.1218  0.103
H  -1.0922  0.0601  -4.1794  0.119
H  2.0337  -3.2932  -0.9323  0.030
H  1.5779  -2.5521  -2.0958  -0.048
O  2.2148  -2.4805  -1.4660  -0.042
H  -0.5178  1.8520  0.3636  -0.056
H  1.0249  1.9141  0.4307  0.039
O  0.2021  1.5887  0.8724  -0.063
H  -1.3467  0.6196  4.2729  0.101
H  -2.4766  0.8474  3.1902  -0.050
O  -2.2020  0.1649  3.8156  -0.149
H  -1.4646  2.7551  -1.3842  0.063
H  -1.7725  3.3613  -0.0575  0.015
O  -1.8221  2.5823  -0.4946  -0.012
H  4.0319  1.0418  1.2654  -0.004
H  3.5129  0.8576  -0.2312  0.036
O  3.7061  1.4488  0.5256  -0.019
H  0.0252  0.9115  2.5357  -0.003
H  1.3987  0.9802  3.1963  0.081
O  0.4721  0.6327  3.3618  -0.142
H  2.3438  -0.6595  -1.8643  -0.038
H  2.3667  0.6579  -2.7102  0.094
O  2.3564  0.2564  -1.8047  -0.017
H  0.6768  -4.7683  0.7586  0.154
H  0.3900  -3.8746  -0.5053  0.003
O  1.0356  -4.5800  -0.2512  -0.128
H  2.6899  3.2820  0.2112  0.040
H  1.4662  4.0778  0.5604  0.100
O  1.8118  3.4798  -0.1607  -0.071
H  -2.8339  1.8219  1.1796  -0.006
H  -4.0740  2.0642  2.0299  0.050
O  -3.1583  1.9051  2.0424  0.017
H  0.9548  2.5220  -1.8390  -0.037
H  0.2118  1.5824  -2.7506  -0.014
O  0.2121  2.4461  -2.3577  -0.010

HOMO energy   -8.3 eV